No. 1
The following is a DFT calculation (ωB97M-V/def2-TZVPD) of 2 unconnected molecules or ions with the total composition C4H5NO2.

Geometry as XYZ:
```
12
Properties=species:S:1:pos:R:3:nbo_charge:R:1
C 0.114 1.541 0.306 -0.27
C -0.767 0.904 -0.464 -0.35
C -1.666 -0.129 0.104 0.40
O -1.615 -0.503 1.256 -0.53
H 0.798 2.285 -0.088 0.20
H 0.173 1.323 1.370 0.21
H -0.848 1.100 -1.530 0.21
H -2.407 -0.555 -0.599 0.12
N 2.086 -1.077 0.305 -0.78
C 1.264 -1.509 -0.479 0.88
O 0.474 -1.796 -1.293 -0.51
H 2.394 -1.585 1.111 0.42
```

Its molar mass is 99.09 Da. For the relative energy (zero: lowest compared OMol25 entry of this formula, charge and spin), the calculation gives 1.311 eV. For the total energy, the calculation gives -360.62123 hartree. The structure (SMILES) is C=CC=O.N=C=O. The value obtained for the HOMO-LUMO gap is 10.18 eV. For the max |F|, the calculation gives 0.01481 hartree/bohr.


No. 2
The following is a DFT calculation (ωB97M-V/def2-TZVPD) of 2 unconnected molecules or ions with the total composition C4H5NO2 at a distorted geometry.

Geometry as XYZ:
```
12
Properties=species:S:1:pos:R:3:nbo_charge:R:1
C 0.014 1.211 -0.082 -0.74
C -0.581 -0.112 -0.457 0.50
O -0.010 -1.005 -1.051 -0.53
C -2.030 -0.377 -0.031 0.34
O -2.693 0.429 0.570 -0.47
H -0.739 1.999 -0.137 0.25
H 0.872 1.439 -0.716 0.24
H 0.366 1.158 0.955 0.27
H -2.402 -1.377 -0.330 0.13
C 2.412 -1.145 0.407 0.09
N 2.555 -0.429 1.301 -0.34
H 2.234 -1.791 -0.429 0.25
```

Its molar mass is 99.09 Da. For the relative energy (zero: lowest compared OMol25 entry of this formula, charge and spin), the calculation gives 1.725 eV. For the total energy, the calculation gives -360.60603 hartree. The structure (SMILES) is CC(=O)C=O.C#N. The value obtained for the HOMO-LUMO gap is 9.43 eV. For the max |F|, the calculation gives 0.02319 hartree/bohr.


No. 3
The following is a DFT calculation (ωB97M-V/def2-TZVPD) of 2 unconnected molecules or ions with the total composition C4H5NO2 at a distorted geometry.

Geometry as XYZ:
```
12
Properties=species:S:1:pos:R:3:nbo_charge:R:1
C -1.482 -0.359 -0.621 -0.69
C -0.014 -0.058 -0.451 0.18
C 0.344 1.385 -0.140 0.38
O 1.466 1.763 0.082 -0.46
C 1.625 -0.250 2.321 0.49
O 2.708 -0.585 2.268 -0.50
N 0.948 -0.882 -0.544 -0.54
H -1.782 -0.211 -1.665 0.24
H -1.700 -1.395 -0.348 0.23
H -2.102 0.299 -0.004 0.23
H -0.515 2.089 -0.117 0.11
H 0.596 -1.821 -0.748 0.33
```

Its molar mass is 99.09 Da. For the relative energy (zero: lowest compared OMol25 entry of this formula, charge and spin), the calculation gives 1.589 eV. For the total energy, the calculation gives -360.61102 hartree. The value obtained for the HOMO-LUMO gap is 9.87 eV. For the max |F|, the calculation gives 0.02784 hartree/bohr.


No. 4
The following is a DFT calculation (ωB97M-V/def2-TZVPD) of a molecular structure, C4H5NO2 at a distorted geometry.

Geometry as XYZ:
```
12
Properties=species:S:1:pos:R:3:nbo_charge:R:1
C 1.266 -1.472 0.421 -0.67
C 0.536 -0.200 0.207 -0.07
C 0.830 1.081 0.257 0.02
O -0.397 1.758 -0.072 -0.45
C -1.078 0.624 -0.217 0.67
O -2.745 1.166 -0.614 -0.78
N -1.685 -0.422 -0.294 -0.08
H 0.826 -2.043 1.245 0.24
H 1.229 -2.102 -0.473 0.23
H 2.318 -1.278 0.662 0.22
H 1.676 1.723 0.471 0.22
H -2.777 1.167 -1.584 0.45
```

Its molar mass is 99.09 Da. For the relative energy (zero: lowest compared OMol25 entry of this formula, charge and spin), the calculation gives 7.826 eV. For the total energy, the calculation gives -360.38181 hartree. The value obtained for the HOMO-LUMO gap is 8.36 eV. For the max |F|, the calculation gives 0.02266 hartree/bohr.


No. 5
The following is a DFT calculation (ωB97M-V/def2-TZVPD) of C4H5NO2 in the gas phase.

Geometry as XYZ:
```
12
Properties=species:S:1:pos:R:3:nbo_charge:R:1
C 2.203 -0.727 0.660 -0.45
C 0.970 -0.353 0.490 0.17
C -0.125 0.118 -0.058 -0.11
C -1.572 -0.258 0.131 -0.08
O -2.421 0.863 0.113 -0.70
N 0.060 1.062 -1.158 0.11
O 1.178 1.479 -1.315 -0.27
H 2.923 -0.198 1.276 0.24
H 2.526 -1.614 0.123 0.24
H -1.715 -0.772 1.084 0.20
H -1.839 -0.971 -0.668 0.17
H -2.189 1.371 -0.679 0.48
```

Its molar mass is 99.09 Da. For the relative energy (zero: lowest compared OMol25 entry of this formula, charge and spin), the calculation gives 4.805 eV. For the total energy, the calculation gives -360.49284 hartree. The structure (SMILES) is C=C=C(CO)N=O. The value obtained for the HOMO-LUMO gap (alpha / beta) is 8.66 / 8.66 eV. For the max |F|, the calculation gives 0.01195 hartree/bohr.


No. 6
The following is a DFT calculation (ωB97M-V/def2-TZVPD) of C4H5NO2 in the gas phase at a distorted geometry.

Geometry as XYZ:
```
12
Properties=species:S:1:pos:R:3:nbo_charge:R:1
C 2.513 -0.463 -0.097 -0.39
C 1.402 0.279 0.239 -0.26
C -0.004 -0.093 -0.186 0.02
C -0.970 0.977 0.003 0.35
O -0.644 2.166 -0.118 -0.49
N -0.349 -1.406 -0.097 -0.03
O -1.707 -1.238 0.061 -0.56
H 2.437 -1.697 -0.439 0.23
H 3.511 0.043 0.249 0.22
H 1.660 1.415 0.761 0.26
H -2.113 0.699 0.304 0.17
H -1.888 -2.248 0.508 0.49
```

Its molar mass is 99.09 Da. For the relative energy (zero: lowest compared OMol25 entry of this formula, charge and spin), the calculation gives 6.327 eV. For the total energy, the calculation gives -360.43691 hartree. The structure (SMILES) is C=C/C(C=O)=N/O. The value obtained for the HOMO-LUMO gap is 8.26 eV. For the max |F|, the calculation gives 0.16543 hartree/bohr.


No. 7
The following is a DFT calculation (ωB97M-V/def2-TZVPD) of C4H5NO2 in the gas phase at a distorted geometry.

Geometry as XYZ:
```
12
Properties=species:S:1:pos:R:3:nbo_charge:R:1
C 1.407 -0.746 0.052 0.04
N 0.405 -1.290 0.629 -0.42
C -0.616 -0.316 0.003 -0.29
C -0.270 0.640 -1.180 0.40
O -0.336 0.315 -2.340 -0.49
C -0.931 0.427 1.238 0.42
O -0.412 1.500 1.465 -0.55
H 1.619 0.334 0.126 0.16
H 1.976 -1.326 -0.663 0.19
H -1.270 -1.077 -0.421 0.27
H -0.042 1.677 -0.874 0.15
H -1.530 -0.138 1.966 0.14
```

Its molar mass is 99.09 Da. For the relative energy (zero: lowest compared OMol25 entry of this formula, charge and spin), the calculation gives 4.513 eV. For the total energy, the calculation gives -360.50356 hartree. The structure (SMILES) is C=NC(C=O)C=O. The value obtained for the HOMO-LUMO gap is 9.15 eV. For the max |F|, the calculation gives 0.03360 hartree/bohr.


No. 8
The following is a DFT calculation (ωB97M-V/def2-TZVPD) of a molecular structure, C4H5NO2 at a distorted geometry.

Geometry as XYZ:
```
12
Properties=species:S:1:pos:R:3:nbo_charge:R:1
N -0.400 -0.860 1.453 -0.78
C -0.133 -0.271 0.269 0.19
C 1.241 -0.147 -0.253 -0.49
C 0.251 1.110 -0.031 0.08
O -0.348 1.481 -1.185 -0.61
C -1.296 0.076 -1.367 0.66
O -1.918 -0.122 -2.342 -0.52
H 0.005 -1.755 1.687 0.39
H -1.251 -0.608 1.932 0.40
H 2.067 -0.518 0.371 0.23
H 1.406 -0.214 -1.318 0.25
H 0.379 1.827 0.784 0.20
```

Its molar mass is 99.09 Da. For the relative energy (zero: lowest compared OMol25 entry of this formula, charge and spin), the calculation gives 3.881 eV. For the total energy, the calculation gives -360.52678 hartree. The value obtained for the HOMO-LUMO gap is 9.66 eV. For the max |F|, the calculation gives 0.04117 hartree/bohr.


No. 9
The following is a DFT calculation (ωB97M-V/def2-TZVPD) of C4H5NO2 in the gas phase at a distorted geometry.

Geometry as XYZ:
```
12
Properties=species:S:1:pos:R:3:nbo_charge:R:1
C 0.160 -1.555 0.436 -0.39
C 0.353 -0.310 0.884 -0.09
N 1.328 0.427 0.182 -0.46
C 0.978 0.912 -0.925 0.40
O -0.317 0.889 -1.324 -0.55
C -1.267 0.784 -0.205 0.63
O -1.439 1.668 0.577 -0.52
H 0.316 -1.770 -0.620 0.20
H 0.039 -2.381 1.117 0.21
H 0.078 0.020 1.883 0.23
H 1.715 1.358 -1.594 0.19
H -1.945 -0.042 -0.410 0.16
```

Its molar mass is 99.09 Da. For the relative energy (zero: lowest compared OMol25 entry of this formula, charge and spin), the calculation gives 2.816 eV. For the total energy, the calculation gives -360.56593 hartree. The structure (SMILES) is C=C/N=C\OC=O. The value obtained for the HOMO-LUMO gap is 9.45 eV. For the max |F|, the calculation gives 0.04399 hartree/bohr.


No. 10
The following is a DFT calculation (ωB97M-V/def2-TZVPD) of C4H5NO2 in the gas phase.

Geometry as XYZ:
```
12
Properties=species:S:1:pos:R:3:nbo_charge:R:1
O 1.435 -2.178 0.532 -0.51
C 1.060 -1.118 0.986 0.42
C 0.609 -0.085 -0.050 -0.04
C -0.829 -0.382 -0.568 -0.27
N -1.483 0.921 -0.658 -0.45
C -0.659 1.756 -0.192 0.38
O 0.551 1.319 0.274 -0.49
H 1.010 -0.959 2.089 0.14
H 1.350 -0.216 -0.839 0.21
H -0.813 -0.849 -1.554 0.22
H -1.391 -1.036 0.106 0.20
H -0.839 2.827 -0.125 0.19
```

Its molar mass is 99.09 Da. For the relative energy (zero: lowest compared OMol25 entry of this formula, charge and spin), the calculation gives 1.425 eV. For the total energy, the calculation gives -360.61704 hartree. The structure (SMILES) is O=C[C@H]1CN=CO1. The value obtained for the HOMO-LUMO gap is 10.62 eV. For the max |F|, the calculation gives 0.01797 hartree/bohr.